A cluster of 9 separate species, C53H124N8O9 in total in a non-equilibrium geometry, computed with ωB97M-V/def2-TZVPD.

```
! wB97M-V def2-TZVPD RIJCOSX def2/J DEFGRID3
* xyz 0 1
C -13.08175 -7.55020 4.41402
C -14.48265 -7.16850 3.91842
C -14.14813 -6.19086 2.76628
C -15.32764 -5.91175 1.82193
C -15.85424 -7.24652 1.28932
C -16.25629 -8.19924 2.42736
N -15.19255 -8.32309 3.39853
O -15.43004 -9.27178 4.41365
C -17.66966 -7.83642 2.93467
C -16.39315 -9.57325 1.74051
C -15.24630 -6.40568 5.02573
H -12.47511 -8.13730 3.72748
H -13.20324 -8.09300 5.35922
H -12.52227 -6.64693 4.65455
H -13.85504 -5.22106 3.17001
H -13.35458 -6.58626 2.13080
H -14.90308 -5.32201 1.00277
H -16.11200 -5.27820 2.24340
H -14.99319 -7.70335 0.79517
H -16.70251 -7.06630 0.63399
H -17.68973 -6.88052 3.46174
H -18.31320 -7.65819 2.07016
H -18.09985 -8.63751 3.53224
H -17.07579 -9.67721 0.89693
H -15.40602 -9.89735 1.39828
H -16.72872 -10.32622 2.46163
H -16.16850 -5.95274 4.66328
H -14.61540 -5.66498 5.51475
H -15.56659 -7.14072 5.76940
H -15.10126 -10.08802 4.01874
C -8.50326 -3.89379 9.96593
C -8.74441 -5.10987 9.07375
C -9.02700 -6.29220 10.02918
C -9.63999 -7.47539 9.27861
C -10.90657 -7.05316 8.54079
C -10.62176 -5.89808 7.53048
N -9.87950 -4.85939 8.20329
O -9.67470 -3.73963 7.38635
C -9.91156 -6.45388 6.30300
C -12.00053 -5.33979 7.11060
C -7.42686 -5.39012 8.33885
H -9.32976 -3.67417 10.65026
H -8.37104 -2.94450 9.43294
H -7.57922 -3.95683 10.54576
H -8.15202 -6.66533 10.56138
H -9.76060 -5.92528 10.75447
H -9.89896 -8.37249 9.84607
H -8.90455 -7.81510 8.54069
H -11.71850 -6.72994 9.19419
H -11.25786 -7.86122 7.89687
H -10.35114 -7.39963 5.97458
H -10.01701 -5.78704 5.44110
H -8.83326 -6.56696 6.40070
H -12.66965 -6.19067 6.97083
H -12.41666 -4.59369 7.78485
H -11.91498 -4.87338 6.12564
H -7.30883 -6.39198 7.92029
H -6.60034 -5.23270 9.03583
H -7.25466 -4.70115 7.50642
H -10.24038 -3.01565 7.73692
C -6.29753 -2.44435 3.44742
C -6.22966 -3.47280 4.58102
C -4.91414 -4.25001 4.60611
C -3.74320 -3.49451 5.23347
C -4.13751 -2.97924 6.60957
C -5.36987 -2.05658 6.57135
N -6.45262 -2.78785 5.87200
O -7.70932 -2.15826 5.98643
C -5.86543 -1.88526 8.00860
C -5.00624 -0.71245 5.89391
C -7.33515 -4.52353 4.42432
H -5.95505 -2.83862 2.48690
H -5.76924 -1.50388 3.60268
H -7.31641 -2.07016 3.31052
H -5.00333 -5.18332 5.16481
H -4.73233 -4.55642 3.57328
H -3.35142 -2.73139 4.56136
H -2.94424 -4.22150 5.40454
H -3.29746 -2.48344 7.10183
H -4.43154 -3.78371 7.29157
H -6.16442 -2.88779 8.32902
H -5.11271 -1.45565 8.67319
H -6.79346 -1.34231 8.20717
H -5.89515 -0.24981 5.47241
H -4.55830 -0.09410 6.67557
H -4.24412 -0.86054 5.13233
H -7.26592 -5.04714 3.46598
H -8.34989 -4.14273 4.54914
H -7.26098 -5.34727 5.14019
H -8.22411 -2.90964 6.32922
C -11.84075 -10.78222 6.91768
C -12.05378 -11.68038 8.15949
C -11.68433 -10.96019 9.45785
C -12.72331 -9.97621 9.93213
C -14.04422 -10.65045 10.05131
C -14.55944 -11.30902 8.77842
N -13.47136 -12.09825 8.19369
O -13.88244 -12.99557 7.20115
C -15.76158 -12.19354 9.11878
C -15.03777 -10.20797 7.78303
C -11.20562 -12.95195 8.00302
H -10.78878 -10.76472 6.62052
H -12.32154 -9.81357 7.04037
H -12.31619 -11.26103 6.05554
H -11.34505 -11.66454 10.22044
H -10.81496 -10.32281 9.24981
H -12.75194 -9.12444 9.24330
H -12.37649 -9.50343 10.85702
H -14.86245 -9.98659 10.36599
H -14.06583 -11.35227 10.89577
H -16.27328 -12.61599 8.25348
H -15.47196 -12.97818 9.81856
H -16.54769 -11.57339 9.55825
H -16.10667 -10.00986 7.90627
H -14.58784 -9.23866 8.01379
H -14.86966 -10.47662 6.74342
H -11.34022 -13.62399 8.84806
H -10.17021 -12.66387 7.81512
H -11.51375 -13.43428 7.07329
H -13.67931 -13.86544 7.56455
C -13.54626 -2.06032 9.49668
C -12.20017 -2.07147 10.24325
C -11.14578 -1.19642 9.56559
O -11.01269 -1.57487 8.19514
C -10.42053 -0.52294 7.42818
N -12.44157 -1.71357 11.63635
H -14.21873 -2.76095 9.99142
H -13.33786 -2.34772 8.46770
H -14.06459 -1.10055 9.55961
H -11.83230 -3.10324 10.22982
H -10.14517 -1.38084 9.96982
H -11.46649 -0.15463 9.66747
H -9.54436 -0.21337 8.00486
H -11.11770 0.32419 7.38995
H -10.21680 -0.71658 6.37866
H -13.08569 -0.92597 11.66405
H -11.59284 -1.33728 12.06855
C -4.31258 -7.74501 6.54742
C -4.67684 -8.57515 7.75824
C -5.00389 -10.04939 7.39214
O -6.18272 -10.05095 6.63023
C -6.68241 -11.32458 6.30764
N -3.64433 -8.51657 8.78569
H -5.10992 -7.85096 5.80090
H -3.39263 -8.08952 6.08109
H -4.40120 -6.67725 6.75898
H -5.64155 -8.28979 8.19991
H -5.22555 -10.57195 8.33001
H -4.08732 -10.47530 6.96806
H -5.92445 -11.90682 5.76754
H -7.54326 -11.14953 5.66756
H -6.93692 -11.94032 7.17901
H -3.74675 -9.26267 9.46468
H -3.77203 -7.64915 9.29486
C -12.92142 -12.23599 14.79417
C -11.61388 -12.13977 14.01869
C -11.21441 -10.66902 13.83076
O -9.98128 -10.65516 13.12264
C -9.49192 -9.34209 13.05228
N -10.55569 -12.93031 14.64384
H -13.40547 -13.21276 14.76133
H -13.63307 -11.49450 14.42848
H -12.73122 -12.10315 15.86376
H -11.76556 -12.52096 13.00322
H -11.18789 -10.11289 14.77240
H -11.97698 -10.21625 13.18472
H -8.51968 -9.20774 12.57970
H -9.34299 -8.87227 14.03432
H -10.20342 -8.67809 12.54761
H -9.70303 -12.55938 14.22073
H -10.46117 -12.67612 15.62546
C -8.18735 -2.04720 13.35422
C -8.50005 -0.60916 12.94499
C -7.80550 -0.19395 11.65113
O -7.89589 1.19240 11.50137
C -7.20286 1.77959 10.43401
N -9.94799 -0.29317 13.01703
H -8.70690 -2.34881 14.25990
H -7.11912 -2.10980 13.58125
H -8.34617 -2.72859 12.51631
H -8.00540 0.05919 13.66616
H -8.32949 -0.71460 10.83744
H -6.75425 -0.47947 11.76300
H -7.68249 1.60920 9.46321
H -6.17990 1.38527 10.41133
H -7.18514 2.85473 10.60186
H -10.07707 -0.10546 14.00912
H -10.07595 0.63901 12.62089
C -5.41818 -6.07023 11.92665
O -4.65892 -5.86241 10.74726
H -6.15235 -5.27315 12.08369
H -5.82558 -7.07238 12.01904
H -4.69839 -5.94250 12.74971
H -4.13773 -5.06229 10.82334
*
```

The SMILES is CC1(C)CCCC(C)(C)N1O.CC1(C)CCCC(C)(C)N1O.CC1(C)CCCC(C)(C)N1O.CC1(C)CCCC(C)(C)N1O.COC[C@H](C)N.COC[C@H](C)N.COC[C@H](C)N.COC[C@H](C)N.CO. The calculation puts the HOMO-LUMO gap at 8.04 eV. The energy relative to the best compared isomer or geometry (same formula, charge and spin) is 0.000 eV. The HOMO energy comes out at -7.67 eV. The LUMO energy is 0.37 eV.